## a
{
  "formula": "C2H4O3P",
  "method": "ωB97M-V with the def2-TZVPD basis set",
  "symbols": ["C", "C", "O", "O", "O", "P", "H", "H", "H", "H"],
  "coordinates": [[0.18742, 0.71347, -0.15132], [1.23946, -0.33093, -0.27724], [-2.63790, 0.85576, -0.14194], [0.29763, 1.92102, -0.24260], [-1.57410, -1.41352, -0.35824], [-1.49510, 0.02245, 0.04899], [0.88757, -1.12221, 0.39872], [2.30325, 0.20399, -0.11281], [1.34435, -0.76575, -1.26093], [-0.55259, -0.08428, 2.09739]],
  "total_charge": -1,
  "spin_multiplicity": 1
}

## b
{
  "formula": "C2H4O3P",
  "method": "ωB97M-V with the def2-TZVPD basis set",
  "symbols": ["C", "C", "O", "O", "O", "P", "H", "H", "H", "H"],
  "coordinates": [[0.81652, -1.51651, -0.13742], [-0.24139, 0.75562, 0.11846], [3.12727, -3.04972, 0.22883], [3.29315, -0.83664, -1.05688], [0.96797, -2.24474, -1.31008], [2.46406, -1.87986, -0.41763], [0.00542, -1.84681, 0.57433], [-0.12102, 0.53456, 1.18730], [-1.32452, 0.76305, -0.10470], [0.47426, 1.36707, -0.42460]],
  "total_charge": -1,
  "spin_multiplicity": 1
}

## c
{
  "formula": "C2H4O3P",
  "method": "ωB97M-V with the def2-TZVPD basis set",
  "symbols": ["C", "C", "O", "P", "O", "O", "H", "H", "H", "H"],
  "coordinates": [[-0.32636, 0.09113, 1.95506], [-0.65128, -0.70597, 0.52935], [0.20929, -1.41265, 0.04926], [-2.00617, 0.39567, -0.41485], [-3.03535, 0.59802, 0.56940], [-2.64926, -0.96818, -1.28523], [0.27518, 1.04763, 1.81655], [0.22853, -0.58768, 2.60922], [-1.24419, 0.27229, 2.49989], [-2.94201, -0.42981, -2.03947]],
  "total_charge": -1,
  "spin_multiplicity": 1
}

Least stable of them? b.

## a
{
  "formula": "C6H14N3",
  "method": "ωB97M-V with the def2-TZVPD basis set",
  "symbols": ["C", "C", "C", "C", "C", "C", "N", "N", "N", "H", "H", "H", "H", "H", "H", "H", "H", "H", "H", "H", "H", "H", "H"],
  "coordinates": [[-1.28978, -1.52305, -0.62671], [1.40726, 0.44920, 1.18755], [-2.48023, -1.87672, -1.48144], [0.02504, -1.96908, -1.10800], [2.09450, 2.00593, -0.48563], [0.25679, 2.41402, 1.02838], [-1.50846, -0.74858, 0.43056], [1.24946, 1.71014, 0.66518], [1.17241, 0.23964, 2.45067], [-3.34465, -2.31011, -0.92011], [-2.71958, -0.99567, -2.18959], [-2.08852, -2.72955, -2.07256], [0.68156, -2.02716, -0.26193], [0.49312, -1.21552, -1.69351], [-0.11261, -2.87970, -1.61538], [2.76807, 2.82319, -0.23816], [2.58327, 1.18768, -0.81050], [1.54188, 2.35985, -1.34320], [-2.46273, -0.73764, 0.59486], [-0.24375, 2.18778, 1.95184], [0.08984, 3.42475, 0.77644], [1.10641, -0.74580, 2.73234], [0.78072, 0.95638, 3.02890]],
  "total_charge": 1,
  "spin_multiplicity": 1
}

## b
{
  "formula": "C6H14N3",
  "method": "ωB97M-V with the def2-TZVPD basis set",
  "symbols": ["C", "C", "C", "C", "C", "C", "N", "N", "N", "H", "H", "H", "H", "H", "H", "H", "H", "H", "H", "H", "H", "H", "H"],
  "coordinates": [[-1.32824, 0.39373, -2.39566], [0.05525, 0.17292, 1.38033], [-0.82199, -0.69413, -1.97077], [-1.13173, 1.76822, -2.04618], [-0.10223, -1.85693, -1.92894], [0.20791, 0.30524, 3.76791], [0.76554, -0.13553, 2.49119], [0.49216, 0.09744, 0.13027], [1.51441, -0.50966, -0.40272], [-2.13761, 0.44771, -3.14994], [-0.88986, 0.57993, 1.55778], [-1.97272, 2.30145, -2.26752], [-0.28401, 2.16241, -2.72749], [-0.77281, 1.79810, -1.01373], [0.72620, -1.64495, -1.16676], [0.43078, -2.21364, -2.76762], [-0.68915, -2.83085, -1.67036], [-0.34511, 1.16523, 3.65976], [1.01811, 0.50434, 4.44625], [-0.45946, -0.44568, 4.19387], [2.18765, -0.79623, 0.25513], [1.96471, 0.20043, -0.99445], [1.57220, -0.76952, 2.61965]],
  "total_charge": 1,
  "spin_multiplicity": 1
}

Least stable of them? b.

## a
{
  "formula": "C2H10N2S2",
  "method": "ωB97M-V with the def2-TZVPD basis set",
  "symbols": ["C", "S", "S", "H", "H", "H", "H", "N", "C", "N", "H", "H", "H", "H", "H", "H"],
  "coordinates": [[1.95915, -1.91268, -0.28416], [1.99920, -2.40342, 1.44114], [0.09253, -2.96035, 1.83013], [1.41191, -2.64558, -0.87313], [2.93531, -2.00408, -0.65853], [1.59849, -0.90582, -0.46800], [-0.41619, -1.82590, 2.34589], [-1.40557, 2.77352, -0.38799], [-1.21582, 1.40691, 0.13280], [-0.87593, 0.45357, -0.88504], [-1.37104, 3.46012, 0.35463], [-0.66694, 3.00821, -1.04132], [-0.42850, 1.36337, 0.88652], [-2.17105, 1.11931, 0.56534], [-1.48147, 0.39502, -1.69364], [0.03593, 0.67778, -1.26467]],
  "spin_multiplicity": 1
}

## b
{
  "formula": "C2H10N2S2",
  "method": "ωB97M-V with the def2-TZVPD basis set",
  "symbols": ["C", "S", "S", "H", "H", "H", "H", "N", "C", "N", "H", "H", "H", "H", "H", "H"],
  "coordinates": [[1.31154, 2.18685, 3.24941], [0.86081, 3.62442, 2.19289], [-0.81432, 2.95462, 1.11930], [2.37705, 2.32721, 3.43758], [0.76453, 2.15626, 4.18131], [1.22854, 1.34428, 2.57031], [-0.10594, 2.50785, 0.06421], [0.03704, -2.34026, -2.73888], [-1.08223, -1.72691, -1.99359], [-0.76131, -1.60966, -0.57443], [0.16006, -3.29280, -2.40400], [-0.24781, -2.42880, -3.70448], [-1.98587, -2.34436, -2.09219], [-1.29832, -0.78505, -2.49874], [0.19126, -1.95222, -0.45084], [-0.63506, -0.62144, -0.35786]],
  "spin_multiplicity": 1
}

Least stable of them? b.

## a
{
  "formula": "C28H36F6N8OSbV",
  "method": "ωB97M-V with the def2-TZVPD basis set",
  "symbols": ["V", "C", "N", "C", "C", "C", "C", "C", "C", "N", "C", "C", "C", "C", "C", "C", "N", "C", "C", "C", "C", "C", "N", "H", "H", "H", "H", "H", "H", "H", "H", "H", "H", "H", "H", "H", "H", "H", "H", "H", "H", "N", "C", "C", "C", "C", "N", "H", "H", "H", "H", "H", "H", "H", "H", "H", "H", "H", "H", "F", "Sb", "F", "F", "F", "F", "F", "N", "C", "O", "C", "C", "C", "N", "C", "C", "H", "H", "H", "H", "H", "H"],
  "coordinates": [[-0.07658, -0.31304, 0.03852], [1.55602, -2.89555, -0.24372], [1.89228, -1.43906, -0.14628], [2.42228, -1.01300, -1.47257], [1.33326, -1.13496, -2.50117], [1.60561, -1.33877, -3.84089], [0.55026, -1.49808, -4.72286], [-0.74636, -1.49542, -4.22931], [-0.93717, -1.28463, -2.88040], [0.07761, -1.07542, -2.03321], [2.99982, -1.31776, 0.85171], [3.64882, 0.03878, 0.98319], [5.03163, 0.12550, 0.96479], [5.62981, 1.36381, 1.15581], [4.82207, 2.46893, 1.34622], [3.44801, 2.28877, 1.33709], [2.86289, 1.10235, 1.16593], [0.15356, -3.30927, 0.12028], [-0.10637, -4.65392, 0.33910], [-1.41225, -5.07597, 0.51425], [-2.42720, -4.13308, 0.45854], [-2.08893, -2.80905, 0.27082], [-0.82265, -2.38849, 0.12306], [2.26379, -3.48002, 0.34560], [1.69916, -3.21589, -1.27816], [3.27235, -1.64451, -1.75138], [2.77727, 0.01208, -1.40672], [2.63140, -1.36662, -4.18257], [0.73727, -1.64311, -5.77821], [-1.59712, -1.64780, -4.87738], [-1.93159, -1.27426, -2.45400], [3.78075, -2.02636, 0.55991], [2.62331, -1.65095, 1.82152], [5.63430, -0.75846, 0.80300], [6.70720, 1.45899, 1.15110], [5.23835, 3.45505, 1.49394], [2.78916, 3.13925, 1.46799], [0.71175, -5.36215, 0.34913], [-1.63473, -6.12151, 0.67937], [-3.46565, -4.41160, 0.56550], [-2.85864, -2.05385, 0.22556], [0.02124, -0.96441, 2.17368], [0.77441, -0.36416, 3.32857], [-0.05760, 0.59509, 4.16290], [-0.17513, 2.00651, 3.60753], [-0.90014, 2.11491, 2.27996], [-0.11284, 1.60326, 1.12448], [-0.93469, -1.11775, 2.49481], [0.37736, -1.90953, 2.06936], [1.65793, 0.13483, 2.93525], [1.10343, -1.18819, 3.96396], [0.40309, 0.64624, 5.15045], [-1.05528, 0.16906, 4.32723], [0.82100, 2.45222, 3.51453], [-0.71381, 2.62110, 4.33009], [-1.12968, 3.16339, 2.08581], [-1.85692, 1.59437, 2.33249], [0.89247, 1.67930, 1.30921], [-0.28763, 2.23961, 0.34952], [0.79389, 1.14040, -1.11824], [1.08006, 2.74205, -2.36640], [2.56645, 1.75460, -2.94137], [-0.02241, 1.74422, -3.52267], [1.26067, 4.17679, -3.51350], [-0.48297, 3.35191, -1.48734], [2.09048, 3.46770, -0.97036], [-6.29774, 2.96473, -1.77202], [-5.90642, 2.40659, -0.61047], [-6.54673, 2.44405, 0.41598], [-4.56146, 1.69851, -0.59922], [-4.28741, 0.92234, 0.52297], [-3.06685, 0.29996, 0.62142], [-2.11113, 0.38803, -0.32300], [-2.38156, 1.13275, -1.40348], [-3.58342, 1.80074, -1.57385], [-7.19079, 3.43127, -1.78938], [-5.80262, 2.85450, -2.63694], [-5.02924, 0.84495, 1.30602], [-2.83175, -0.28921, 1.49956], [-1.60860, 1.21448, -2.15285], [-3.70241, 2.41187, -2.45782]],
  "total_charge": 2,
  "spin_multiplicity": 3,
  "s2": 2.02
}

## b
{
  "formula": "C28H36F6N8OSbV",
  "method": "ωB97M-V with the def2-TZVPD basis set",
  "symbols": ["V", "C", "N", "C", "C", "C", "C", "C", "C", "N", "C", "C", "C", "C", "C", "C", "N", "C", "C", "C", "C", "C", "N", "H", "H", "H", "H", "H", "H", "H", "H", "H", "H", "H", "H", "H", "H", "H", "H", "H", "H", "N", "C", "C", "C", "C", "N", "H", "H", "H", "H", "H", "H", "H", "H", "H", "H", "H", "H", "F", "Sb", "F", "F", "F", "F", "F", "N", "C", "O", "C", "C", "C", "N", "C", "C", "H", "H", "H", "H", "H", "H"],
  "coordinates": [[-0.05180, -0.08338, 0.01283], [-0.36129, -2.08637, 2.55039], [-0.79901, -2.30516, 1.16288], [-2.25783, -2.42253, 1.13354], [-3.01771, -1.15067, 0.89795], [-4.37315, -1.15680, 1.19980], [-5.16887, -0.09661, 0.81469], [-4.57549, 0.93135, 0.10022], [-3.21929, 0.87489, -0.13761], [-2.41550, -0.12260, 0.28281], [-0.24509, -3.59982, 0.69377], [1.25770, -3.63248, 0.68372], [1.94892, -4.71832, 1.19306], [3.33522, -4.70580, 1.14986], [3.97083, -3.60210, 0.60917], [3.19426, -2.56115, 0.12866], [1.85790, -2.56502, 0.15326], [-0.50383, -0.67236, 3.01823], [-0.73187, -0.39804, 4.35253], [-0.56630, 0.89608, 4.82141], [-0.12505, 1.86474, 3.93812], [0.04213, 1.52245, 2.61231], [-0.20508, 0.29265, 2.13027], [-0.88118, -2.76758, 3.23272], [0.70412, -2.31636, 2.61531], [-2.53758, -3.10802, 0.32516], [-2.62574, -2.90088, 2.04723], [-4.79448, -2.00736, 1.71929], [-6.22640, -0.08487, 1.04121], [-5.14647, 1.77077, -0.26988], [-2.76078, 1.66286, -0.70860], [-0.62702, -4.41387, 1.32064], [-0.62734, -3.79040, -0.31338], [1.41164, -5.55524, 1.61932], [3.90542, -5.53791, 1.54017], [5.04829, -3.53433, 0.56385], [3.68736, -1.68621, -0.28161], [-0.99425, -1.20507, 5.02298], [-0.73105, 1.12865, 5.86481], [0.11139, 2.86815, 4.26051], [0.43721, 2.24721, 1.91875], [-0.78442, -1.36565, -1.52759], [-1.15443, -0.93057, -2.91428], [-0.08506, -1.29799, -3.92745], [1.27065, -0.61486, -3.78843], [2.03067, -0.89184, -2.50116], [1.62893, -0.07808, -1.31313], [-0.07323, -2.09468, -1.58004], [-1.59844, -1.80277, -1.11627], [-1.36673, 0.13806, -2.90144], [-2.08193, -1.43313, -3.18863], [-0.48582, -1.09125, -4.92110], [0.06029, -2.38355, -3.88840], [1.19305, 0.46107, -3.96581], [1.89962, -0.97729, -4.60349], [3.09138, -0.69050, -2.66081], [1.95210, -1.94328, -2.22168], [1.90879, 0.88941, -1.47521], [2.29066, -0.35286, -0.58852], [2.20899, 0.08429, 1.28104], [3.56517, 1.52858, 1.25680], [2.75442, 2.25212, 2.78704], [4.67963, 0.41887, 2.25247], [4.76680, 2.92717, 1.07033], [4.13061, 0.68939, -0.35463], [2.22570, 2.40324, 0.19958], [-0.02882, 6.55739, -2.82337], [-0.96487, 5.99138, -2.03410], [-1.98736, 6.52279, -1.66765], [-0.71162, 4.55880, -1.61392], [-1.13298, 4.17465, -0.34885], [-0.98795, 2.86410, 0.03841], [-0.45777, 1.90304, -0.74634], [-0.09094, 2.28507, -1.97936], [-0.19421, 3.58011, -2.44801], [-0.15807, 7.52287, -3.08439], [0.88216, 6.15230, -2.94823], [-1.59253, 4.89693, 0.31186], [-1.35813, 2.55276, 1.00144], [0.30196, 1.51938, -2.62520], [0.11081, 3.80201, -3.46184]],
  "total_charge": 2,
  "spin_multiplicity": 3,
  "s2": 2.02
}

## c
{
  "formula": "C28H36F6N8OSbV",
  "method": "ωB97M-V with the def2-TZVPD basis set",
  "symbols": ["V", "C", "N", "C", "C", "C", "C", "C", "C", "N", "C", "C", "C", "C", "C", "C", "N", "C", "C", "C", "C", "C", "N", "H", "H", "H", "H", "H", "H", "H", "H", "H", "H", "H", "H", "H", "H", "H", "H", "H", "H", "N", "C", "C", "C", "C", "N", "H", "H", "H", "H", "H", "H", "H", "H", "H", "H", "H", "H", "F", "Sb", "F", "F", "F", "F", "F", "N", "C", "O", "C", "C", "C", "N", "C", "C", "H", "H", "H", "H", "H", "H"],
  "coordinates": [[-0.04069, 0.05610, -0.02468], [2.61301, 1.68854, -1.28318], [1.77815, 0.70393, -1.95280], [2.57980, -0.46405, -2.34671], [2.66122, -1.61727, -1.36564], [3.63711, -2.57607, -1.61613], [3.68471, -3.72432, -0.85321], [2.72684, -3.88703, 0.13707], [1.79693, -2.88730, 0.32548], [1.75712, -1.74689, -0.38966], [1.16029, 1.33793, -3.13002], [0.36408, 2.54273, -2.70447], [0.50002, 3.74259, -3.38522], [-0.22254, 4.84601, -2.95607], [-1.04063, 4.70591, -1.84851], [-1.10896, 3.46974, -1.22876], [-0.43132, 2.39380, -1.63980], [2.76357, 1.41217, 0.16848], [3.90151, 1.80509, 0.84762], [3.89399, 1.84498, 2.23262], [2.71706, 1.52998, 2.89153], [1.64094, 1.10003, 2.14507], [1.66661, 0.97315, 0.80416], [3.59053, 1.81857, -1.76247], [2.09855, 2.65148, -1.33508], [2.17965, -0.87269, -3.27968], [3.60313, -0.15195, -2.58468], [4.34856, -2.41310, -2.41548], [4.43574, -4.48101, -1.03506], [2.69119, -4.77247, 0.75552], [1.04070, -3.02723, 1.07606], [1.91417, 1.64866, -3.86363], [0.52009, 0.60177, -3.62500], [1.16474, 3.81109, -4.23613], [-0.13210, 5.79607, -3.46493], [-1.61180, 5.53525, -1.45664], [-1.74222, 3.35855, -0.35527], [4.76865, 2.12523, 0.28656], [4.77208, 2.16150, 2.77920], [2.61508, 1.62448, 3.96274], [0.70772, 0.87488, 2.63930], [-0.48193, -0.98047, -1.78670], [-1.37094, -2.16527, -1.99190], [-2.71902, -1.77284, -2.57047], [-3.61483, -0.91111, -1.68308], [-3.09481, 0.48822, -1.38459], [-2.08842, 0.57682, -0.28276], [-0.77977, -0.21550, -2.39725], [0.45019, -1.22563, -2.09105], [-1.48030, -2.69972, -1.04890], [-0.87214, -2.84709, -2.68095], [-3.25108, -2.69049, -2.82447], [-2.54791, -1.24685, -3.51650], [-3.86696, -1.43217, -0.75492], [-4.56481, -0.78642, -2.20487], [-3.92927, 1.12641, -1.08974], [-2.66313, 0.92061, -2.28295], [-2.57306, 0.42372, 0.60047], [-1.85779, 1.57614, -0.21363], [-0.35047, 2.63307, 0.68369], [-1.50677, 3.17036, 2.18400], [0.00565, 3.17874, 3.29173], [-1.28191, 4.94629, 1.69996], [-2.70204, 3.19734, 3.60185], [-2.93376, 2.98330, 0.94268], [-1.52049, 1.21375, 2.33192], [-3.17816, -3.87146, 5.10909], [-1.90283, -3.87435, 4.67613], [-1.02731, -4.61047, 5.07037], [-1.55503, -2.89844, 3.57266], [-0.30841, -2.28847, 3.60978], [0.09180, -1.50738, 2.55176], [-0.66466, -1.29392, 1.45531], [-1.86603, -1.88987, 1.43281], [-2.34450, -2.68898, 2.45214], [-3.42665, -4.51006, 5.84884], [-3.83123, -3.14886, 4.86297], [0.35204, -2.45392, 4.44976], [1.08235, -1.08230, 2.55742], [-2.47273, -1.72811, 0.55789], [-3.31608, -3.15339, 2.34895]],
  "total_charge": 2,
  "spin_multiplicity": 3,
  "s2": 2.02
}

Least stable of them? c.